{"formula": "C54H99BrClN19O3", "method": "wB97M-V/def2-TZVPD", "species": ["N", "O", "O", "O", "C", "C", "N", "C", "C", "N", "C", "C", "H", "H", "H", "H", "H", "H", "H", "H", "H", "H", "H", "C", "C", "N", "C", "C", "N", "C", "C", "H", "H", "H", "H", "H", "H", "H", "H", "H", "H", "H", "C", "C", "N", "C", "C", "N", "C", "C", "H", "H", "H", "H", "H", "H", "H", "H", "H", "H", "H", "C", "C", "N", "C", "C", "N", "C", "C", "H", "H", "H", "H", "H", "H", "H", "H", "H", "H", "H", "C", "C", "N", "C", "C", "N", "C", "C", "H", "H", "H", "H", "H", "H", "H", "H", "H", "H", "H", "C", "C", "N", "C", "C", "N", "C", "C", "H", "H", "H", "H", "H", "H", "H", "H", "H", "H", "H", "C", "C", "N", "C", "C", "N", "C", "C", "H", "H", "H", "H", "H", "H", "H", "H", "H", "H", "H", "C", "C", "N", "C", "C", "N", "C", "C", "H", "H", "H", "H", "H", "H", "H", "H", "H", "H", "H", "C", "C", "N", "C", "C", "N", "C", "C", "H", "H", "H", "H", "H", "H", "H", "H", "H", "H", "H", "Cl", "Br"], "coordinates": [[-0.27, -0.50, -0.08], [0.41, 0.21, 0.59], [-1.13, -1.07, 0.49], [-0.25, -0.45, -1.29], [-1.45, 3.03, -0.83], [-2.50, 2.72, -2.05], [-2.19, 3.47, -3.21], [-2.93, 3.50, -4.39], [-2.48, 4.44, -5.28], [-1.33, 5.00, -4.73], [-1.17, 4.39, -3.54], [-0.58, 6.06, -5.25], [-1.58, 4.06, -0.47], [-0.40, 2.89, -1.10], [-1.76, 2.35, -0.04], [-3.51, 3.00, -1.76], [-2.49, 1.65, -2.25], [-3.85, 2.94, -4.45], [-2.74, 4.66, -6.31], [-0.50, 4.77, -2.78], [-1.19, 6.93, -5.50], [-0.11, 5.84, -6.21], [0.22, 6.38, -4.59], [5.21, -4.20, 1.07], [4.99, -2.97, 0.16], [5.76, -1.76, 0.51], [6.25, -0.82, -0.35], [6.90, 0.15, 0.36], [6.84, -0.24, 1.69], [6.15, -1.44, 1.80], [7.76, 0.32, 2.71], [5.10, -3.91, 2.12], [6.21, -4.61, 0.94], [4.51, -4.98, 0.79], [3.97, -2.62, 0.01], [5.26, -3.26, -0.85], [6.23, -1.02, -1.41], [7.36, 1.10, 0.12], [6.11, -1.96, 2.75], [7.47, 1.32, 3.04], [8.78, 0.39, 2.35], [7.57, -0.33, 3.56], [5.77, 5.97, 4.09], [4.22, 5.63, 3.96], [3.97, 4.17, 3.88], [4.17, 3.16, 4.81], [3.83, 1.88, 4.28], [3.56, 2.11, 2.93], [3.68, 3.47, 2.75], [3.05, 1.23, 1.90], [6.22, 5.32, 4.84], [5.88, 6.90, 4.66], [6.40, 5.94, 3.20], [3.70, 6.15, 3.15], [3.67, 5.90, 4.86], [4.44, 3.48, 5.81], [3.78, 0.88, 4.67], [3.53, 4.03, 1.84], [3.69, 0.39, 1.62], [2.81, 1.80, 1.00], [2.12, 0.88, 2.34], [6.49, 3.45, -3.30], [5.03, 3.69, -3.58], [4.24, 2.44, -3.28], [3.32, 2.28, -2.19], [2.87, 1.00, -2.24], [3.52, 0.27, -3.19], [4.36, 1.21, -3.87], [3.28, -1.07, -3.63], [7.00, 3.05, -4.17], [6.56, 2.64, -2.57], [7.06, 4.34, -3.01], [4.65, 4.11, -4.50], [4.65, 4.40, -2.84], [3.11, 3.19, -1.64], [2.12, 0.42, -1.72], [5.00, 0.88, -4.68], [2.30, -1.47, -3.34], [4.09, -1.75, -3.36], [3.16, -1.16, -4.71], [-1.95, -5.78, -2.13], [-2.28, -4.39, -2.85], [-3.69, -3.90, -2.69], [-4.73, -4.15, -3.55], [-5.89, -3.71, -2.96], [-5.58, -3.05, -1.80], [-4.25, -3.30, -1.63], [-6.53, -2.30, -0.84], [-2.90, -6.31, -2.10], [-1.61, -5.72, -1.10], [-1.19, -6.31, -2.72], [-2.06, -4.42, -3.91], [-1.73, -3.53, -2.47], [-4.45, -4.75, -4.39], [-6.85, -3.82, -3.46], [-3.69, -2.84, -0.82], [-7.46, -2.79, -0.56], [-6.67, -1.30, -1.25], [-6.06, -2.15, 0.13], [-0.28, -1.88, -4.90], [-0.85, -0.91, -5.93], [-2.21, -1.19, -6.06], [-3.16, -0.96, -5.14], [-4.50, -1.30, -5.60], [-4.33, -1.70, -6.87], [-2.95, -1.67, -7.09], [-5.38, -2.14, -7.75], [0.80, -2.02, -4.97], [-0.63, -2.91, -4.98], [-0.54, -1.54, -3.89], [-0.38, -1.16, -6.88], [-0.59, 0.05, -5.49], [-2.95, -0.75, -4.10], [-5.51, -1.27, -5.21], [-2.45, -2.02, -7.98], [-5.15, -1.97, -8.80], [-6.30, -1.61, -7.50], [-5.58, -3.19, -7.53], [1.19, -3.48, 1.10], [0.08, -3.46, 2.21], [0.23, -4.59, 3.14], [1.19, -4.87, 4.17], [0.88, -6.06, 4.83], [-0.29, -6.43, 4.30], [-0.76, -5.55, 3.37], [-0.99, -7.59, 4.70], [2.10, -3.32, 1.67], [1.15, -2.64, 0.40], [1.22, -4.35, 0.45], [-0.88, -3.53, 1.70], [0.07, -2.56, 2.82], [2.06, -4.25, 4.31], [1.29, -6.52, 5.71], [-1.76, -5.58, 2.96], [-2.01, -7.33, 4.41], [-0.99, -7.73, 5.78], [-0.63, -8.41, 4.08], [-8.11, 2.79, 2.49], [-6.72, 3.23, 2.14], [-5.87, 2.20, 1.69], [-5.05, 2.20, 0.58], [-4.23, 1.05, 0.60], [-4.62, 0.35, 1.77], [-5.69, 1.02, 2.34], [-4.13, -0.98, 2.18], [-8.78, 3.62, 2.74], [-8.28, 2.13, 3.34], [-8.49, 2.26, 1.62], [-6.19, 3.61, 3.02], [-6.67, 3.92, 1.30], [-4.91, 2.98, -0.15], [-3.46, 0.57, 0.02], [-6.10, 0.89, 3.32], [-5.01, -1.45, 2.62], [-3.51, -1.03, 3.07], [-3.80, -1.57, 1.33], [-1.27, -0.50, 4.83], [-0.46, 0.41, 3.92], [-0.12, 1.67, 4.42], [0.18, 2.80, 3.72], [0.35, 3.83, 4.71], [0.07, 3.40, 6.00], [-0.24, 2.09, 5.80], [0.13, 4.12, 7.23], [-0.78, -0.58, 5.80], [-1.29, -1.58, 4.67], [-2.30, -0.29, 5.11], [-0.98, 0.41, 2.96], [0.47, -0.13, 3.74], [0.48, 2.77, 2.68], [0.65, 4.84, 4.43], [-0.36, 1.38, 6.61], [1.18, 4.22, 7.49], [-0.55, 3.63, 7.93], [-0.34, 5.09, 7.06], [-4.10, -4.72, 1.80], [2.28, -4.38, -2.37]], "homo_lumo_gap_ev": 5.12, "energy_ha": -6414.77278, "charge": 6}


{"formula": "C55H118N8O7", "method": "wB97M-V/def2-TZVPD", "species": ["C", "C", "C", "C", "C", "C", "N", "O", "C", "C", "C", "H", "H", "H", "H", "H", "H", "H", "H", "H", "H", "H", "H", "H", "H", "H", "H", "H", "H", "H", "C", "C", "C", "C", "C", "C", "N", "O", "C", "C", "C", "H", "H", "H", "H", "H", "H", "H", "H", "H", "H", "H", "H", "H", "H", "H", "H", "H", "H", "H", "C", "C", "C", "C", "C", "C", "N", "O", "C", "C", "C", "H", "H", "H", "H", "H", "H", "H", "H", "H", "H", "H", "H", "H", "H", "H", "H", "H", "H", "H", "C", "C", "C", "C", "C", "C", "N", "O", "C", "C", "C", "H", "H", "H", "H", "H", "H", "H", "H", "H", "H", "H", "H", "H", "H", "H", "H", "H", "H", "H", "C", "C", "C", "C", "C", "C", "N", "O", "C", "C", "C", "H", "H", "H", "H", "H", "H", "H", "H", "H", "H", "H", "H", "H", "H", "H", "H", "H", "H", "H", "C", "C", "C", "C", "C", "C", "N", "O", "C", "C", "C", "H", "H", "H", "H", "H", "H", "H", "H", "H", "H", "H", "H", "H", "H", "H", "H", "H", "H", "H", "C", "O", "N", "N", "H", "H", "H", "H"], "coordinates": [[-23.44, -10.79, 19.43], [-22.83, -11.33, 18.11], [-21.50, -10.58, 18.02], [-20.46, -11.27, 17.08], [-20.34, -12.76, 17.31], [-21.66, -13.51, 17.43], [-22.59, -12.76, 18.27], [-23.80, -13.50, 18.54], [-22.31, -13.77, 16.09], [-21.30, -14.90, 18.02], [-23.78, -10.97, 16.97], [-24.48, -11.13, 19.55], [-23.71, -9.73, 19.43], [-22.85, -11.01, 20.32], [-21.69, -9.54, 17.73], [-20.99, -10.53, 18.99], [-19.48, -10.80, 16.99], [-21.00, -11.06, 16.15], [-19.64, -12.92, 18.14], [-19.72, -13.10, 16.48], [-23.35, -14.08, 16.15], [-22.40, -12.86, 15.49], [-21.76, -14.48, 15.46], [-21.18, -14.71, 19.10], [-22.23, -15.48, 18.02], [-20.47, -15.50, 17.66], [-23.47, -11.25, 15.96], [-24.05, -9.92, 16.97], [-24.73, -11.52, 17.02], [-23.72, -13.40, 19.50], [-20.73, -12.15, 9.04], [-20.58, -12.90, 10.39], [-21.48, -12.12, 11.36], [-21.96, -12.90, 12.60], [-22.63, -14.18, 12.11], [-21.66, -15.05, 11.27], [-21.10, -14.25, 10.19], [-20.41, -15.00, 9.22], [-20.59, -15.58, 12.24], [-22.47, -16.25, 10.78], [-19.13, -12.84, 10.83], [-20.09, -12.52, 8.23], [-20.42, -11.10, 9.17], [-21.78, -12.10, 8.74], [-20.94, -11.23, 11.68], [-22.42, -11.81, 10.90], [-22.60, -12.28, 13.24], [-21.25, -13.05, 13.43], [-23.42, -13.82, 11.43], [-23.23, -14.78, 12.80], [-19.95, -16.30, 11.72], [-19.78, -14.89, 12.51], [-20.98, -15.97, 13.18], [-23.21, -15.88, 10.06], [-21.94, -17.00, 10.19], [-22.85, -16.79, 11.65], [-18.97, -13.29, 11.81], [-18.66, -11.86, 10.88], [-18.50, -13.46, 10.18], [-21.02, -14.99, 8.48], [-32.58, -15.28, 15.89], [-31.96, -14.26, 16.86], [-32.29, -12.87, 16.38], [-32.50, -11.80, 17.45], [-33.43, -12.30, 18.52], [-32.88, -13.57, 19.24], [-32.48, -14.56, 18.21], [-32.04, -15.76, 18.74], [-31.72, -13.17, 20.17], [-34.09, -14.15, 19.99], [-30.40, -14.37, 16.95], [-32.19, -16.29, 16.04], [-32.31, -15.04, 14.85], [-33.66, -15.23, 15.87], [-31.47, -12.48, 15.77], [-33.12, -12.89, 15.66], [-33.02, -10.92, 17.08], [-31.55, -11.46, 17.88], [-34.41, -12.51, 18.09], [-33.69, -11.59, 19.30], [-31.24, -14.10, 20.51], [-31.01, -12.46, 19.77], [-32.22, -12.81, 21.07], [-34.45, -13.43, 20.71], [-34.78, -14.43, 19.20], [-33.81, -15.08, 20.49], [-30.03, -13.64, 17.65], [-29.99, -14.36, 15.94], [-30.16, -15.37, 17.32], [-32.79, -16.38, 18.74], [-24.74, -18.65, 16.40], [-24.37, -17.65, 15.28], [-24.64, -18.38, 13.93], [-26.04, -18.32, 13.44], [-26.58, -16.88, 13.42], [-26.37, -16.09, 14.76], [-25.11, -16.40, 15.43], [-25.05, -15.88, 16.74], [-26.35, -14.58, 14.49], [-27.57, -16.42, 15.68], [-22.88, -17.32, 15.25], [-24.65, -18.27, 17.41], [-24.23, -19.63, 16.40], [-25.75, -19.01, 16.21], [-24.07, -17.78, 13.21], [-24.33, -19.42, 14.04], [-26.78, -18.95, 13.95], [-26.04, -18.70, 12.41], [-27.66, -16.95, 13.27], [-26.33, -16.22, 12.58], [-27.35, -14.22, 14.24], [-26.13, -13.96, 15.36], [-25.63, -14.32, 13.71], [-27.47, -17.46, 15.99], [-27.55, -15.79, 16.57], [-28.50, -16.14, 15.18], [-22.52, -16.89, 16.19], [-22.72, -16.71, 14.37], [-22.28, -18.22, 15.12], [-24.19, -15.44, 16.73], [-27.93, -10.36, 6.97], [-26.60, -10.79, 7.64], [-26.31, -9.68, 8.69], [-27.17, -9.80, 9.93], [-27.01, -11.18, 10.58], [-27.29, -12.33, 9.63], [-26.67, -12.06, 8.36], [-26.81, -13.16, 7.48], [-26.59, -13.57, 10.35], [-28.79, -12.67, 9.55], [-25.46, -10.79, 6.62], [-28.50, -11.27, 6.78], [-27.72, -9.93, 5.99], [-28.55, -9.62, 7.45], [-25.24, -9.81, 8.92], [-26.29, -8.67, 8.27], [-28.19, -9.77, 9.55], [-27.06, -8.98, 10.64], [-27.79, -11.16, 11.35], [-26.07, -11.24, 11.14], [-26.63, -13.53, 11.43], [-26.99, -14.47, 9.88], [-25.54, -13.39, 10.10], [-29.30, -12.25, 10.42], [-29.20, -12.29, 8.62], [-29.05, -13.73, 9.55], [-25.07, -9.82, 6.32], [-25.88, -11.24, 5.71], [-24.66, -11.51, 6.79], [-27.63, -13.04, 6.98], [-27.12, -18.23, 19.11], [-27.31, -18.22, 20.63], [-28.41, -17.13, 20.90], [-29.84, -17.67, 20.69], [-30.01, -18.96, 21.51], [-29.05, -20.09, 21.14], [-27.70, -19.50, 21.17], [-26.70, -20.49, 21.02], [-29.17, -21.12, 22.27], [-29.40, -20.79, 19.84], [-26.04, -17.72, 21.35], [-26.29, -18.88, 18.79], [-26.80, -17.30, 18.63], [-27.96, -18.64, 18.54], [-28.35, -16.93, 21.98], [-28.20, -16.28, 20.27], [-30.00, -17.90, 19.63], [-30.61, -16.97, 20.99], [-31.02, -19.34, 21.29], [-29.95, -18.60, 22.54], [-30.24, -21.29, 22.43], [-28.76, -22.08, 21.97], [-28.76, -20.81, 23.23], [-28.82, -21.70, 19.73], [-30.48, -20.93, 19.93], [-29.20, -20.13, 19.00], [-25.99, -16.63, 21.39], [-25.21, -18.22, 20.84], [-26.04, -18.13, 22.35], [-26.55, -20.54, 20.06], [-25.78, -21.32, 10.90], [-25.75, -21.77, 12.04], [-24.76, -21.61, 10.03], [-26.72, -20.45, 10.43], [-24.02, -22.22, 10.32], [-24.80, -21.27, 9.09], [-26.59, -20.05, 9.52], [-27.57, -20.47, 10.97]], "homo_lumo_gap_ev": 8.09, "energy_ha": -3130.78814, "smiles": "CC1(C)CCCC(C)(C)N1O.CC1(C)CCCC(C)(C)N1O.CC1(C)CCCC(C)(C)N1O.CC1(C)CCCC(C)(C)N1O.CC1(C)CCCC(C)(C)N1O.CC1(C)CCCC(C)(C)N1O.NC(N)=O"}